{
  "formula": "C3H7NO2",
  "method": "the ωB97M-V functional and the def2-TZVPD basis",
  "spin_multiplicity": 1,
  "e_homo_ev": -8.26,
  "total_energy_ha": -323.668143,
  "max_force_ev_per_a": 2.134,
  "smiles": "C=C(N)O.C=O",
  "orbital_gap_ev": 8.6,
  "total_charge": 0,
  "molar_mass_da": 89.094,
  "species": ["O", "O", "N", "C", "C", "C", "H", "H", "H", "H", "H", "H", "H"],
  "xyz": [[-0.731184, -1.727488, 0.421958], [2.367411, -0.636589, -0.862023], [-1.767287, 0.277276, -0.101567], [0.382717, 0.256876, 1.000094], [1.672397, 0.355959, -0.744481], [-0.655280, -0.384050, 0.376478], [2.058065, 1.323918, -0.379959], [0.297391, 1.307777, 1.217759], [-1.660180, 1.274594, -0.198923], [1.038762, -0.326873, 1.619211], [-2.257991, -0.152800, -0.872782], [0.742211, 0.485749, -1.393125], [-1.487032, -2.054348, -0.082639]],
  "forces_ev_per_a": [[0.2, 0.2, -0.5], [-0.1, 0.2, 0.3], [0.2, -0.3, -0.4], [-1.3, -0.8, 0.2], [-0.2, 0.1, -2.1], [0.0, 0.6, 2.0], [0.0, -0.1, 0.3], [0.0, 0.2, -0.2], [0.0, 0.0, 0.0], [0.2, -0.1, 0.0], [0.0, 0.1, -0.1], [0.8, 0.0, 0.4], [0.1, 0.0, 0.1]],
  "mulliken_charge": [-0.43, -0.53, -0.48, -1.01, -0.03, 0.59, 0.27, 0.38, 0.23, 0.32, 0.22, 0.17, 0.31]
}